# 1
Entry from the OMol25 dataset: C22H35ClO2P2Ti as an isolated structure (ωB97M-V/def2-TZVPD).

Last column: Löwdin charge in e.
Atoms and positions in Å:
P -1.291 1.040 1.889  0.848
P 0.790 -1.422 -1.349  0.772
C -0.502 0.876 0.224  -0.482
C -0.639 -0.255 -0.892  -0.358
H 0.591 1.224 0.321  -0.006
H -0.846 1.767 -0.329  0.028
H -1.601 -0.788 -0.795  0.082
H -0.678 0.286 -1.839  0.015
C 2.119 -0.822 -2.420  -0.313
H 2.863 -1.625 -2.538  0.048
H 2.641 0.039 -1.979  0.022
H 1.702 -0.547 -3.396  0.031
C -0.085 -2.708 -2.231  -0.264
H 0.132 -2.600 -3.305  0.042
H -1.170 -2.625 -2.063  0.044
H 0.264 -3.688 -1.872  0.042
C -0.657 2.577 2.594  -0.199
H -0.690 2.498 3.688  0.057
H -1.266 3.440 2.283  0.058
H 0.391 2.778 2.319  0.041
C -3.042 1.132 1.591  -0.191
H -3.334 0.422 0.804  0.068
H -3.320 2.151 1.283  0.048
H -3.581 0.878 2.516  0.060
Ti 1.144 -0.523 0.763  0.411
C -0.488 1.992 -3.145  -0.142
C 0.773 2.223 -2.769  -0.116
C 1.346 3.603 -2.630  -0.177
C 0.620 4.548 -1.640  -0.175
C -0.248 3.870 -0.628  -0.124
C -1.541 3.550 -0.845  -0.156
C -2.247 3.660 -2.161  -0.178
C -1.531 3.050 -3.399  -0.174
C -0.898 -0.255 3.050  -0.218
H -0.788 1.012 -3.543  0.104
H 1.523 1.435 -2.846  0.061
H 1.342 4.079 -3.628  0.116
H 2.399 3.519 -2.322  0.104
H 1.402 5.089 -1.079  0.111
H 0.045 5.302 -2.206  0.112
H 0.206 3.748 0.360  0.082
H -2.221 3.391 -0.001  0.076
H -2.458 4.723 -2.373  0.115
H -3.230 3.166 -2.076  0.105
H -2.317 2.571 -4.008  0.106
H -1.127 3.868 -4.021  0.111
H -1.557 -1.134 2.907  0.076
H -1.130 0.229 4.007  0.054
H 0.169 -0.576 3.071  0.040
Cl 2.000 -8.396 3.831  0.679
C 1.797 -6.795 3.246  -0.688
C 2.517 -5.739 3.815  -0.094
C 2.355 -4.435 3.350  -0.009
C 1.448 -4.162 2.333  -0.136
C 0.722 -5.207 1.744  -0.008
C 0.920 -6.520 2.187  -0.096
C 1.282 -2.760 1.860  -0.562
O 2.209 -1.851 1.969  -0.164
O 0.209 -2.345 1.286  -0.180
H 3.203 -5.960 4.612  0.098
H 2.942 -3.627 3.773  0.123
H 0.024 -5.012 0.922  0.119
H 0.395 -7.360 1.731  0.103

Properties
* <S²>: 2.197
* electronic energy: -3001.8479 Eh
* HOMO-LUMO gap (spin up / spin down): 0.13661 / 0.12424 Eh
* molecular weight: 476.8 g mol⁻¹
* multiplicity: 3
* highest occupied orbital energy (spin up / spin down): -3.5 / -3.1 eV



# 2
Entry from the OMol25 dataset: a 13-piece molecular cluster, C52H100O15 overall (ωB97M-V/def2-TZVPD).

Last column: Löwdin charge in e.
Atoms and positions in Å:
C 6.116 -4.091 -2.436  -0.124
C 5.766 -2.710 -3.093  -0.173
C 5.302 -3.031 -4.501  -0.192
O 6.011 -4.253 -4.775  -0.166
C 6.737 -4.755 -3.690  -0.228
H 5.206 -4.661 -2.249  0.107
H 6.759 -4.019 -1.559  0.105
H 6.580 -1.985 -3.058  0.109
H 4.886 -2.216 -2.681  0.103
H 5.519 -2.211 -5.186  0.113
H 4.239 -3.234 -4.628  0.113
H 7.691 -4.304 -3.964  0.114
H 6.838 -5.841 -3.701  0.119
C 1.693 3.740 6.365  -0.153
C 0.415 3.512 7.199  -0.153
C 0.778 3.867 8.675  -0.206
O 2.190 3.741 8.700  -0.142
C 2.776 4.012 7.421  -0.195
H 1.618 4.616 5.721  0.103
H 2.037 2.858 5.825  0.101
H 0.188 2.446 7.245  0.101
H -0.509 4.005 6.897  0.103
H 0.358 3.164 9.394  0.113
H 0.256 4.796 8.905  0.105
H 3.660 3.374 7.402  0.116
H 3.074 5.057 7.331  0.108
C -6.205 5.902 -5.612  -0.165
C -5.667 4.732 -4.752  -0.146
C -4.150 4.738 -5.153  -0.200
O -4.270 4.845 -6.562  -0.158
C -5.288 5.834 -6.817  -0.210
H -6.122 6.896 -5.171  0.109
H -7.222 5.635 -5.900  0.105
H -6.104 3.761 -4.987  0.109
H -5.769 4.882 -3.677  0.100
H -3.602 3.832 -4.892  0.115
H -3.561 5.581 -4.792  0.112
H -5.779 5.493 -7.729  0.117
H -4.864 6.820 -7.005  0.111
C 4.015 3.249 -4.693  -0.183
C 4.488 3.449 -3.268  -0.180
C 4.674 4.913 -3.290  -0.215
O 3.653 5.447 -4.164  -0.127
C 3.136 4.432 -4.966  -0.236
H 3.516 2.293 -4.857  0.113
H 4.860 3.246 -5.382  0.114
H 5.311 2.870 -2.849  0.122
H 3.667 3.245 -2.581  0.118
H 5.611 5.250 -3.733  0.118
H 4.678 5.285 -2.266  0.118
H 3.191 4.708 -6.019  0.120
H 2.104 4.271 -4.653  0.120
C -7.418 3.422 5.198  -0.199
C -6.343 3.147 4.185  -0.173
C -6.036 1.709 4.603  -0.238
O -7.293 1.136 4.783  -0.125
C -8.251 2.138 5.170  -0.181
H -7.996 4.333 5.041  0.111
H -6.936 3.552 6.166  0.109
H -5.461 3.788 4.171  0.114
H -6.768 3.146 3.182  0.117
H -5.461 1.718 5.529  0.117
H -5.450 1.160 3.866  0.120
H -8.531 1.963 6.209  0.111
H -9.175 2.320 4.623  0.117
C -0.827 6.238 -0.448  -0.198
C -0.845 7.575 -1.059  -0.174
C -2.170 8.199 -0.568  -0.188
O -2.548 7.450 0.587  -0.138
C -2.046 6.119 0.428  -0.209
H 0.081 5.981 0.097  0.115
H -1.032 5.478 -1.202  0.112
H -0.843 7.561 -2.149  0.113
H -0.087 8.266 -0.690  0.110
H -2.978 7.912 -1.241  0.111
H -2.099 9.284 -0.482  0.120
H -2.777 5.450 -0.027  0.111
H -1.761 5.580 1.331  0.115
C -0.639 0.274 -9.171  -0.174
C -0.049 -0.759 -10.124  -0.158
C -0.269 -2.068 -9.311  -0.159
O -1.200 -1.752 -8.229  -0.142
C -0.937 -0.439 -7.839  -0.236
H -1.605 0.580 -9.573  0.106
H -0.057 1.184 -9.026  0.108
H 1.008 -0.575 -10.316  0.101
H -0.532 -0.671 -11.098  0.102
H 0.677 -2.420 -8.900  0.110
H -0.644 -2.895 -9.914  0.112
H -0.065 -0.422 -7.185  0.109
H -1.664 0.046 -7.188  0.120
C -5.205 -3.456 -0.890  -0.143
C -5.016 -2.677 -2.221  -0.160
C -5.234 -1.149 -1.965  -0.149
O -5.451 -1.149 -0.521  -0.165
C -4.971 -2.316 0.133  -0.220
H -4.424 -4.201 -0.739  0.103
H -6.227 -3.831 -0.846  0.106
H -5.701 -3.074 -2.970  0.099
H -3.999 -2.762 -2.606  0.100
H -6.082 -0.713 -2.493  0.109
H -4.364 -0.538 -2.205  0.106
H -5.438 -2.468 1.105  0.113
H -3.933 -2.240 0.457  0.103
C 7.470 1.778 3.929  -0.184
C 7.412 3.275 3.644  -0.156
C 6.407 3.475 2.477  -0.182
O 6.490 2.196 1.863  -0.153
C 6.716 1.159 2.816  -0.219
H 7.031 1.548 4.900  0.110
H 8.488 1.388 3.916  0.110
H 8.401 3.546 3.274  0.107
H 7.147 3.878 4.512  0.106
H 6.814 4.277 1.862  0.115
H 5.371 3.674 2.752  0.112
H 7.261 0.337 2.351  0.120
H 5.757 0.754 3.139  0.114
C 0.048 -6.408 -4.453  -0.197
C -1.059 -6.940 -5.233  -0.193
C -1.192 -8.432 -4.804  -0.194
O -0.253 -8.664 -3.770  -0.129
C 0.070 -7.346 -3.269  -0.207
H -0.008 -5.337 -4.256  0.123
H 0.970 -6.610 -4.998  0.119
H -0.898 -6.829 -6.305  0.113
H -1.978 -6.414 -4.974  0.110
H -0.861 -9.057 -5.633  0.115
H -2.212 -8.642 -4.483  0.113
H 1.042 -7.393 -2.777  0.114
H -0.540 -7.063 -2.412  0.113
C 3.311 -6.386 3.657  -0.146
C 4.849 -6.458 3.462  -0.174
C 5.371 -5.191 4.044  -0.243
O 4.244 -4.444 4.376  -0.148
C 3.208 -5.321 4.780  -0.189
H 2.774 -7.288 3.949  0.104
H 2.867 -6.010 2.736  0.104
H 5.146 -6.652 2.431  0.107
H 5.214 -7.328 4.008  0.105
H 5.986 -4.685 3.301  0.122
H 5.963 -5.353 4.945  0.119
H 2.261 -4.789 4.691  0.119
H 3.389 -5.713 5.780  0.120
O 0.366 0.481 -1.249  0.078
C 0.360 -0.151 -0.184  -0.418
O 0.421 -1.509 -0.044  0.019
C 0.823 -1.869 1.267  -0.167
C 0.541 -0.650 2.158  -0.167
C 0.251 0.520 1.200  -0.058
H 1.892 -2.071 1.199  0.125
H 0.282 -2.646 1.806  0.123
H 1.374 -0.508 2.847  0.110
H -0.299 -0.890 2.809  0.106
H 1.022 1.271 1.372  0.123
H -0.796 0.769 1.379  0.125
O -2.518 -2.781 7.425  0.106
C -2.915 -3.822 7.904  -0.501
O -2.121 -4.559 8.647  0.057
C -2.689 -5.793 8.981  -0.167
C -4.218 -5.679 8.673  -0.141
C -4.194 -4.574 7.616  -0.078
H -2.566 -6.096 10.020  0.124
H -2.373 -6.651 8.387  0.121
H -4.784 -5.412 9.566  0.113
H -4.556 -6.602 8.201  0.109
H -5.028 -3.877 7.700  0.127
H -4.167 -5.054 6.638  0.131

Properties
* electronic energy: -3169.5770 Eh
* HOMO-LUMO gap: 0.33824 Eh
* molecular weight: 965.4 g mol⁻¹
* highest occupied orbital energy: -9.2 eV



# 3
Entry from the OMol25 dataset: C21H35Cl2LuN2O4 as an isolated structure (ωB97M-V/def2-TZVPD).

Last column: Löwdin charge in e.
Atoms and positions in Å:
O -0.288 -1.856 0.714  -0.371
C 0.440 -2.681 1.333  -0.228
C 0.316 -4.125 1.125  -0.173
C -0.780 -4.716 0.466  -0.010
H -1.623 -4.082 0.170  0.115
C -0.797 -6.092 0.218  -0.069
H -1.634 -6.545 -0.315  0.104
C 0.263 -6.897 0.673  -0.076
H 0.218 -7.984 0.531  0.107
C 1.359 -6.325 1.327  -0.074
H 2.185 -6.945 1.673  0.105
C 1.381 -4.947 1.545  -0.018
H 2.227 -4.471 2.063  0.126
H 1.307 -2.313 1.900  0.095
C -0.609 -0.769 3.624  -0.189
C -0.001 0.248 2.766  -0.267
H -0.888 -0.398 4.624  0.055
H 0.053 -1.638 3.758  0.053
H -1.529 -1.135 3.137  0.065
C 0.322 1.514 2.934  -0.300
C 0.115 2.351 4.196  -0.135
H 0.787 2.091 2.122  0.038
H -0.121 1.721 5.065  0.052
H -0.710 3.068 4.078  0.049
H 1.011 2.940 4.428  0.050
Lu -0.039 0.013 -0.207  1.353
Cl -2.590 -0.521 -0.197  0.026
Cl 2.343 -1.118 -0.285  -0.026
H -1.531 -3.191 -3.370  0.094
H -3.188 -2.064 -4.404  0.090
C -1.181 -2.376 -2.725  -0.037
C -3.046 -1.141 -3.839  -0.041
N -1.698 -1.119 -3.281  -0.184
H -0.084 -2.352 -2.688  0.099
C -1.079 0.044 -3.114  -0.291
O -0.010 0.194 -2.440  -0.198
H -3.143 -0.271 -4.495  0.090
H -1.612 0.897 -3.568  0.152
H -1.571 -2.550 -1.709  0.041
H -3.812 -1.079 -3.054  0.085
H 3.773 4.655 -0.631  0.093
H 5.072 3.009 -2.312  0.092
C 3.562 3.760 -0.030  -0.019
C 4.840 2.259 -1.548  -0.034
N 3.588 2.573 -0.878  -0.167
H 2.587 3.865 0.451  0.087
C 2.551 1.755 -0.996  -0.348
O 1.519 1.765 -0.265  -0.209
H 4.725 1.281 -2.019  0.092
H 2.643 1.004 -1.786  0.089
H 4.348 3.696 0.733  0.097
H 5.661 2.233 -0.825  0.097
C -2.982 3.741 -0.060  -0.144
C -1.897 4.342 -0.973  -0.146
C -0.776 3.307 -1.027  -0.178
O -1.112 2.212 -0.135  -0.324
C -2.348 2.512 0.585  -0.205
H -3.312 4.452 0.702  0.110
H -3.859 3.448 -0.650  0.109
H -1.518 5.278 -0.548  0.109
H -2.278 4.561 -1.974  0.107
H -0.641 2.884 -2.031  0.109
H 0.176 3.738 -0.696  0.106
H -2.109 2.669 1.646  0.118
H -2.975 1.617 0.490  0.004

Properties
* electronic energy: -3387.6633 Eh
* HOMO-LUMO gap (spin up / spin down): 0.17589 / 0.17585 Eh
* molecular weight: 625.4 g mol⁻¹
* highest occupied orbital energy (spin up / spin down): -5.1 / -5.1 eV



# 4
Entry from the OMol25 dataset: one molecule with the formula C4H4O2 (ωB97M-V/def2-TZVPD).

Last column: Löwdin charge in e.
Atoms and positions in Å:
O -0.229 2.218 0.505  0.113
C -0.125 1.105 0.066  -0.331
C -1.061 -0.126 0.111  -0.009
C 0.242 -0.933 0.053  -0.212
O 0.744 -0.706 -1.245  0.015
C 1.086 0.253 -0.246  -0.124
H -1.673 -0.299 -0.776  0.122
H -1.667 -0.151 1.020  0.123
H 0.538 -1.819 0.604  0.151
H 2.137 0.463 -0.083  0.153

Properties
* electronic energy: -305.2115 Eh
* HOMO-LUMO gap: 0.39283 Eh
* SMILES string: O=C1C[C@H]2O[C@@H]12
* molecular weight: 84.1 g mol⁻¹
* highest occupied orbital energy: -9.7 eV